Formula: C31H45N7O3P2S3Tc
Source: the OMol25 dataset
Level of theory: ωB97M-V with the def2-TZVPD basis set

Geometry as XYZ:
```
92
Properties=species:S:1:pos:R:3:lowdin_spin:R:1
Tc 0.6683 0.4199 0.3369 1.743
C 3.0180 -4.7072 -0.1968 0.001
N 2.5314 -3.4861 -0.8205 0.000
C 3.5947 -2.6440 -1.3531 0.002
P 1.1671 -2.8053 -0.1700 0.021
O 1.2681 -1.3097 -0.4840 0.073
O 0.9857 -3.1474 1.2835 0.124
P 1.8467 -1.5328 2.9025 0.394
O 0.9970 -0.4348 2.2878 0.104
N 1.0114 -2.1772 4.2071 0.127
C 1.7195 -2.7519 5.3377 0.008
C -0.2778 -2.8100 3.9530 0.008
N 3.2155 -0.8365 3.6042 0.158
C 4.4188 -1.6591 3.6350 0.017
C 3.4896 0.5735 3.3445 0.014
N -0.1274 -3.3935 -1.0595 0.010
C -0.0226 -4.6695 -1.7577 0.001
C -1.4545 -3.2020 -0.4730 0.001
H 3.5618 -5.3018 -0.9352 0.000
H 2.1897 -5.3007 0.1835 0.000
H 3.6905 -4.4925 0.6416 0.001
H 4.1498 -3.2066 -2.1070 0.000
H 4.2955 -2.3363 -0.5675 0.001
H 3.1806 -1.7521 -1.8137 0.001
H 2.5902 -2.1513 5.5870 0.002
H 2.0262 -3.7874 5.1549 0.003
H 1.0469 -2.7497 6.1972 0.003
H -0.9758 -2.5198 4.7428 0.004
H -0.1906 -3.8995 3.9429 0.002
H -0.6717 -2.4962 2.9914 0.001
H 4.1580 -2.7148 3.7033 0.009
H 5.0190 -1.3973 4.5088 0.000
H 5.0334 -1.5198 2.7400 0.003
H 2.5936 1.1678 3.5040 0.002
H 3.8500 0.7496 2.3276 0.003
H 4.2608 0.9034 4.0427 0.006
H 0.9619 -4.7715 -2.2039 0.000
H -0.7653 -4.6970 -2.5575 0.000
H -0.2043 -5.5272 -1.0965 0.000
H -1.6294 -1.2267 -1.2676 0.000
H -1.5365 -3.7239 0.4901 0.001
H -2.1618 -3.6726 -1.1571 0.000
S 2.7047 3.0074 -2.7897 0.064
C 1.9494 2.0889 -1.6801 0.007
S 0.3513 1.3805 -1.7807 0.004
S 2.6075 1.5956 -0.1251 -0.004
C -3.4447 0.0941 0.0515 0.001
C -3.2581 -1.4227 0.1572 0.000
C -3.4151 -1.8021 1.6358 0.000
C -1.8212 -1.7328 -0.3183 0.000
C -4.2782 -2.1684 -0.7051 0.000
C -4.6537 -3.4785 -0.4048 0.000
C -5.5497 -4.1744 -1.2015 0.000
C -6.0989 -3.5750 -2.3252 0.000
C -5.7357 -2.2765 -2.6409 0.000
C -4.8387 -1.5838 -1.8386 0.000
H -2.7636 0.5915 0.7433 0.001
H -4.4638 0.3864 0.3101 0.000
H -3.2146 0.4705 -0.9448 0.000
H -2.7305 -1.2029 2.2400 0.000
H -3.1871 -2.8488 1.8306 0.000
H -4.4326 -1.6081 1.9785 0.000
H -1.1436 -1.2799 0.4296 0.001
H -4.2409 -3.9765 0.4618 0.000
H -5.8207 -5.1890 -0.9395 0.000
H -6.8000 -4.1152 -2.9474 0.000
H -6.1529 -1.7930 -3.5145 0.000
H -4.5758 -0.5730 -2.1141 0.000
N -1.4341 6.6443 3.3526 0.001
C -1.8909 7.4024 4.4092 0.001
C -2.0845 8.7718 4.5702 0.000
C -2.5673 9.1842 5.7942 0.002
C -2.8514 8.2679 6.8235 0.000
C -2.6588 6.9145 6.6541 0.001
C -2.1691 6.4769 5.4222 0.000
N -1.8858 5.1940 4.9882 0.005
C -1.4552 5.3382 3.7661 0.000
C -1.0265 4.2228 2.9143 0.017
C -1.1180 2.9209 3.3974 -0.004
C -0.6834 1.8793 2.6097 0.021
N -0.1784 2.0594 1.3751 0.014
C -0.1093 3.3120 0.8988 0.021
C -0.5184 4.4054 1.6343 -0.003
H -1.1389 6.9872 2.4566 0.000
H -1.8648 9.4798 3.7827 0.000
H -2.7336 10.2386 5.9680 0.000
H -3.2282 8.6404 7.7664 0.000
H -2.8725 6.2047 7.4406 0.000
H -1.5141 2.7364 4.3848 -0.001
H -0.7145 0.8589 2.9655 0.002
H 0.2817 3.4212 -0.1023 0.003
H -0.4244 5.3821 1.1816 0.000
```

Results
**ΔE to the lowest compared entry with this formula, charge and spin**: 105.5 kJ/mol
**Spin multiplicity**: 4
**Total energy**: -102737.6632 eV
**HOMO energy (spin up / spin down)**: -7.25 / -7.57 eV
**<S²>**: 3.779